Below is a 2-piece molecular cluster, C2H8N2O overall, with properties calculated with the ωB97M-V functional and the def2-TZVPD basis.

Calculated values
**E_HOMO**: -9.74 eV
**Spin multiplicity**: 1
**Kohn-Sham gap**: 10.57 eV
**DFT total energy**: -7231.709 eV

Geometry (Å):
N: -0.966 2.210 0.034
C: -0.229 0.977 -0.144
N: 1.096 1.099 -0.435
O: -0.790 -0.095 -0.088
H: -1.748 2.130 -0.612
H: -1.438 2.082 0.928
H: 1.697 1.723 0.057
H: 1.465 0.252 -0.828
C: 0.656 -3.496 0.480
H: 0.110 -2.566 0.641
H: 1.715 -3.305 0.630
H: 0.448 -3.855 -0.523
H: 0.288 -4.200 1.225